# 1
C5H15N4S | the ωB97M-V functional and the def2-TZVPD basis

```
25
Properties=species:S:1:pos:R:3:forces:R:3:lowdin_charge:R:1
C 0.483 0.018 0.009 -3.56 0.19 1.10 -0.147
C 2.792 -0.681 0.990 -3.96 0.13 -2.19 0.060
C 1.390 -0.108 -2.287 3.58 -2.23 2.27 -0.013
C -0.907 -0.306 -1.885 -2.07 0.69 2.38 -0.025
C -1.458 2.132 0.562 3.04 -2.32 1.05 -0.126
N -2.229 -1.473 2.084 -0.72 1.48 -0.76 -0.259
N 1.298 -0.219 0.943 1.80 -0.05 2.72 0.022
N 0.379 -0.132 -1.264 0.43 1.49 0.49 -0.173
N -1.483 0.666 0.777 1.12 -1.47 -1.42 -0.464
S -1.715 0.197 2.279 -0.44 -1.02 -0.08 0.914
H 2.845 -1.007 1.980 1.02 -0.47 1.30 0.073
H 2.734 -1.472 0.256 1.03 -0.41 0.04 0.091
H 3.306 0.176 0.663 1.33 0.64 0.05 0.075
H 1.138 0.487 -3.069 -0.98 2.18 -2.05 0.052
H 2.463 0.222 -1.929 -2.22 -0.98 -0.50 0.148
H 1.330 -1.128 -2.682 0.97 0.05 -0.20 0.110
H -1.776 -0.265 -1.151 1.44 0.54 -0.86 0.112
H -0.971 0.441 -2.637 -0.59 0.12 -1.05 0.096
H -0.929 -1.314 -2.136 -0.12 -1.69 -1.63 0.085
H -0.671 2.243 -0.177 -0.38 0.81 -0.20 0.086
H -1.168 2.493 1.509 0.88 1.49 0.86 0.043
H -2.374 2.543 0.389 -2.59 0.70 -1.19 0.059
H -2.192 -1.713 3.050 0.02 -1.05 0.93 -0.012
H -3.237 -1.598 1.785 1.40 0.63 0.35 0.071
H 0.954 -0.200 1.942 -0.39 0.54 -1.40 0.123
```
Forces are in eV/Å.

Computed properties:
Relative energy (zero: lowest compared OMol25 entry of this formula, charge and spin) = 2.7141 eV
Calculated total energy = -22212.67890 eV
Total charge = +1
F_max = 0.0931 hartree/bohr

# 2
C5H15N5O10 | the ωB97M-V functional and the def2-TZVPD basis

```
35
Properties=species:S:1:pos:R:3:forces:R:3:lowdin_charge:R:1
C -2.977 26.838 -0.893 -0.58 -1.35 -0.17 0.051
N -1.911 25.823 -1.182 -0.65 -0.99 -0.79 -0.466
O -0.802 26.247 -1.277 1.75 0.92 0.17 0.066
O -2.193 24.650 -1.395 -0.60 0.74 0.46 0.055
H -2.980 27.544 -1.723 0.25 0.11 0.38 0.101
H -2.769 27.242 0.097 -0.08 0.19 -0.33 0.101
H -3.889 26.242 -0.930 -0.11 0.39 0.29 0.093
C 1.881 31.317 -1.088 -0.45 -0.54 1.39 0.021
N 2.094 31.507 -2.519 0.69 2.52 -2.18 -0.425
O 1.789 32.629 -2.999 0.15 -2.14 1.21 0.031
O 2.641 30.642 -3.183 -0.62 0.10 0.87 0.070
H 2.502 30.501 -0.719 -0.06 0.08 -0.31 0.100
H 0.834 31.079 -0.903 -0.01 -0.19 -0.36 0.103
H 2.051 32.216 -0.495 0.31 0.15 -0.63 0.101
C -9.219 30.106 -6.176 0.58 -0.15 0.81 0.043
N -9.498 29.017 -5.157 -1.93 -3.16 -0.55 -0.391
O -8.596 28.648 -4.417 -0.94 0.97 -0.76 0.055
O -10.627 28.399 -5.231 3.28 2.50 0.16 0.008
H -10.125 30.707 -6.248 0.39 -0.01 -0.15 0.097
H -8.851 29.704 -7.120 -0.85 -0.64 0.00 0.098
H -8.304 30.594 -5.838 -0.53 0.50 0.51 0.090
C -8.730 31.611 5.191 0.12 -0.50 -0.04 0.049
N -8.139 30.275 4.882 1.00 1.26 -0.14 -0.488
O -7.104 30.259 4.259 0.54 -0.01 -0.49 0.061
O -8.705 29.317 5.301 -1.04 -1.40 0.56 0.079
H -8.887 31.577 6.269 -0.28 0.31 -0.21 0.100
H -9.655 31.591 4.614 -0.04 0.48 0.31 0.103
H -8.016 32.376 4.885 -0.31 -0.13 0.01 0.096
C 5.804 24.718 -5.478 1.60 -1.28 0.56 0.059
N 6.933 23.786 -5.094 0.44 -0.16 1.68 -0.443
O 7.248 22.990 -5.952 0.47 0.03 0.62 0.057
O 7.435 23.907 -3.948 -0.90 -0.40 -2.60 0.030
H 6.364 25.346 -6.171 -0.73 0.68 0.20 0.103
H 5.521 25.086 -4.492 -0.55 0.60 -0.71 0.098
H 5.136 24.050 -6.022 -0.34 0.53 0.25 0.098
```
Forces are in eV/Å.

Computed properties:
Relative energy (zero: lowest compared OMol25 entry of this formula, charge and spin) = 1.5186 eV
Calculated total energy = -33338.26641 eV
Total charge = 0
F_max = 0.0803 hartree/bohr
SMILES = C[N+](=O)[O-].C[N+](=O)[O-].C[N+](=O)[O-].C[N+](=O)[O-].C[N+](=O)[O-]

# 3
C5H15NO | the ωB97M-V functional and the def2-TZVPD basis

```
22
Properties=species:S:1:pos:R:3:forces:R:3:mulliken_spin:R:1
C 1.222 0.057 -1.481 2.75 0.90 2.91 0.786
N 0.451 0.948 -0.538 1.76 -3.14 -1.56 -0.264
C 1.410 1.834 0.143 -2.15 -1.76 3.28 0.081
C 0.024 -0.378 1.639 -0.04 -7.14 -3.23 0.144
C -0.461 -0.044 0.204 0.71 5.32 3.92 -0.504
C -1.684 0.896 0.395 -1.77 -2.42 -1.14 0.099
H 0.587 -0.478 -2.156 -0.02 -0.37 -0.33 -0.358
H 2.030 0.659 -1.870 -0.39 0.69 -1.48 -0.066
H 2.056 -0.581 -0.888 -2.36 0.12 -0.70 0.022
H 1.096 2.036 1.209 -0.51 0.17 -1.03 0.030
H 1.509 2.743 -0.331 0.11 1.97 -1.33 -0.077
H 2.378 1.481 0.420 1.18 -1.10 -0.64 0.011
H -0.131 0.214 2.360 -1.03 5.72 4.88 0.068
H 1.011 -0.735 1.701 1.90 0.04 -0.38 0.108
H -0.404 -1.339 2.252 -0.07 1.53 -2.29 -0.171
H -0.559 -0.961 -0.255 -0.52 -1.46 -1.81 0.642
H -1.444 1.964 0.273 -0.06 -0.63 0.45 -0.026
H -2.416 0.583 -0.399 0.45 0.76 0.36 -0.112
H -2.209 0.582 1.307 0.06 0.74 0.09 0.018
H -2.090 -2.964 -0.871 -0.29 0.02 0.21 -0.316
H -1.189 -3.227 -2.084 0.16 -0.19 2.34 -0.260
O -1.188 -3.290 -1.029 0.13 0.25 -2.53 1.145
```
Forces are in eV/Å.

Computed properties:
Relative energy (zero: lowest compared OMol25 entry of this formula, charge and spin) = 3.3847 eV
Multiplicity = 2
Calculated total energy = -8961.49286 eV
Total charge = -1
F_max = 0.1524 hartree/bohr

# 4
C5H15NO | the ωB97M-V functional and the def2-TZVPD basis

```
22
Properties=species:S:1:pos:R:3:forces:R:3:lowdin_charge:R:1
C -1.873 -0.414 2.041 0.27 -0.66 -0.62 -0.082
C -0.474 -1.043 1.959 -0.12 0.61 -1.68 -0.244
N -0.014 -1.021 0.583 0.16 -0.31 -0.86 -0.278
C -0.515 -2.063 -0.302 -0.19 0.81 1.39 -0.090
C 1.077 -0.213 0.075 -0.80 0.04 1.03 -0.253
C 0.649 1.231 -0.222 0.15 -0.94 0.98 -0.076
H -2.303 -0.493 3.030 -0.20 0.27 0.30 0.062
H -1.830 0.598 1.641 0.01 0.21 0.46 0.061
H -2.516 -0.940 1.330 -0.12 -0.15 0.21 0.066
H -0.470 -2.108 2.175 -0.10 -0.03 1.14 0.103
H 0.227 -0.444 2.528 0.24 -0.28 0.52 0.110
H 0.278 -2.682 -0.671 0.60 -0.21 -0.76 0.071
H -1.151 -1.634 -1.069 -0.04 -0.29 -0.51 0.081
H -1.104 -2.737 0.305 -0.51 -0.19 0.05 0.073
H 1.401 -0.741 -0.813 0.53 0.19 -0.23 0.101
H 1.890 -0.169 0.820 0.04 -0.20 -0.23 0.109
H 1.536 1.849 -0.180 0.00 0.49 -0.82 0.066
H 0.033 1.549 0.613 -0.13 0.14 0.22 0.052
H 0.010 1.244 -1.090 0.20 0.50 -0.57 0.069
O 1.488 3.430 -3.917 0.13 -0.38 -0.75 -0.071
H 1.395 2.850 -4.697 -0.09 0.30 0.58 0.042
H 2.267 3.951 -4.141 -0.04 0.07 0.17 0.029
```
Forces are in eV/Å.

Computed properties:
Relative energy (zero: lowest compared OMol25 entry of this formula, charge and spin) = 1.5733 eV
Calculated total energy = -8964.78532 eV
Total charge = 0
F_max = 0.0347 hartree/bohr
SMILES = CCN(C)CC.O

Copy entry 1 word for word.
C5H15N4S | the ωB97M-V functional and the def2-TZVPD basis

```
25
Properties=species:S:1:pos:R:3:forces:R:3:lowdin_charge:R:1
C 0.483 0.018 0.009 -3.56 0.19 1.10 -0.147
C 2.792 -0.681 0.990 -3.96 0.13 -2.19 0.060
C 1.390 -0.108 -2.287 3.58 -2.23 2.27 -0.013
C -0.907 -0.306 -1.885 -2.07 0.69 2.38 -0.025
C -1.458 2.132 0.562 3.04 -2.32 1.05 -0.126
N -2.229 -1.473 2.084 -0.72 1.48 -0.76 -0.259
N 1.298 -0.219 0.943 1.80 -0.05 2.72 0.022
N 0.379 -0.132 -1.264 0.43 1.49 0.49 -0.173
N -1.483 0.666 0.777 1.12 -1.47 -1.42 -0.464
S -1.715 0.197 2.279 -0.44 -1.02 -0.08 0.914
H 2.845 -1.007 1.980 1.02 -0.47 1.30 0.073
H 2.734 -1.472 0.256 1.03 -0.41 0.04 0.091
H 3.306 0.176 0.663 1.33 0.64 0.05 0.075
H 1.138 0.487 -3.069 -0.98 2.18 -2.05 0.052
H 2.463 0.222 -1.929 -2.22 -0.98 -0.50 0.148
H 1.330 -1.128 -2.682 0.97 0.05 -0.20 0.110
H -1.776 -0.265 -1.151 1.44 0.54 -0.86 0.112
H -0.971 0.441 -2.637 -0.59 0.12 -1.05 0.096
H -0.929 -1.314 -2.136 -0.12 -1.69 -1.63 0.085
H -0.671 2.243 -0.177 -0.38 0.81 -0.20 0.086
H -1.168 2.493 1.509 0.88 1.49 0.86 0.043
H -2.374 2.543 0.389 -2.59 0.70 -1.19 0.059
H -2.192 -1.713 3.050 0.02 -1.05 0.93 -0.012
H -3.237 -1.598 1.785 1.40 0.63 0.35 0.071
H 0.954 -0.200 1.942 -0.39 0.54 -1.40 0.123
```
Forces are in eV/Å.

Computed properties:
Relative energy (zero: lowest compared OMol25 entry of this formula, charge and spin) = 2.7141 eV
Calculated total energy = -22212.67890 eV
Total charge = +1
F_max = 0.0931 hartree/bohr

Repeat the first record exactly.
C5H15N4S | the ωB97M-V functional and the def2-TZVPD basis

```
25
Properties=species:S:1:pos:R:3:forces:R:3:lowdin_charge:R:1
C 0.483 0.018 0.009 -3.56 0.19 1.10 -0.147
C 2.792 -0.681 0.990 -3.96 0.13 -2.19 0.060
C 1.390 -0.108 -2.287 3.58 -2.23 2.27 -0.013
C -0.907 -0.306 -1.885 -2.07 0.69 2.38 -0.025
C -1.458 2.132 0.562 3.04 -2.32 1.05 -0.126
N -2.229 -1.473 2.084 -0.72 1.48 -0.76 -0.259
N 1.298 -0.219 0.943 1.80 -0.05 2.72 0.022
N 0.379 -0.132 -1.264 0.43 1.49 0.49 -0.173
N -1.483 0.666 0.777 1.12 -1.47 -1.42 -0.464
S -1.715 0.197 2.279 -0.44 -1.02 -0.08 0.914
H 2.845 -1.007 1.980 1.02 -0.47 1.30 0.073
H 2.734 -1.472 0.256 1.03 -0.41 0.04 0.091
H 3.306 0.176 0.663 1.33 0.64 0.05 0.075
H 1.138 0.487 -3.069 -0.98 2.18 -2.05 0.052
H 2.463 0.222 -1.929 -2.22 -0.98 -0.50 0.148
H 1.330 -1.128 -2.682 0.97 0.05 -0.20 0.110
H -1.776 -0.265 -1.151 1.44 0.54 -0.86 0.112
H -0.971 0.441 -2.637 -0.59 0.12 -1.05 0.096
H -0.929 -1.314 -2.136 -0.12 -1.69 -1.63 0.085
H -0.671 2.243 -0.177 -0.38 0.81 -0.20 0.086
H -1.168 2.493 1.509 0.88 1.49 0.86 0.043
H -2.374 2.543 0.389 -2.59 0.70 -1.19 0.059
H -2.192 -1.713 3.050 0.02 -1.05 0.93 -0.012
H -3.237 -1.598 1.785 1.40 0.63 0.35 0.071
H 0.954 -0.200 1.942 -0.39 0.54 -1.40 0.123
```
Forces are in eV/Å.

Computed properties:
Relative energy (zero: lowest compared OMol25 entry of this formula, charge and spin) = 2.7141 eV
Calculated total energy = -22212.67890 eV
Total charge = +1
F_max = 0.0931 hartree/bohr

- Look up the total charge of the fourth one.
  0